Entry 1:
Density functional theory data (ωB97M-V/def2-TZVPD) for a 2-piece molecular cluster, C3H7NO3 overall.

Structure (XYZ):
```
14
Properties=species:S:1:pos:R:3:forces:R:3:mulliken_charge:R:1
C 1.435 -0.540 -0.210 -0.15 -0.64 0.63 0.015
N 0.280 -0.425 -0.974 0.05 1.45 -0.38 -0.096
C -0.672 0.539 -0.581 -0.46 -1.95 0.09 -0.338
C -0.029 1.984 -0.468 -0.40 0.25 0.29 0.107
O -0.654 2.912 -0.793 0.02 0.37 -0.19 -0.141
O 1.561 0.091 0.814 -0.12 0.19 -0.29 -0.463
H 2.143 -1.300 -0.524 0.28 -0.05 -0.40 0.455
H 0.329 -0.547 -1.986 0.18 -0.61 0.30 0.327
H -1.031 0.342 0.435 0.38 0.16 0.41 0.218
H -1.559 0.416 -1.197 0.12 0.87 -0.42 0.452
H 0.957 1.973 0.054 0.03 -0.11 -0.08 0.448
H -0.277 -1.421 2.170 -0.08 -0.85 0.46 0.319
H -1.433 -2.449 1.635 0.48 -0.26 0.59 0.302
O -1.049 -1.573 1.625 -0.33 1.19 -1.02 -0.607
```
Positions in Å, forces in eV/Å.

Calculated values
Charge: +1
Orbital gap (spin up / spin down): 10.66 / 6.52 eV
Spin multiplicity: 2
HOMO (spin up / spin down): -15.515 / -15.497 eV



Entry 2:
Density functional theory data (ωB97M-V/def2-TZVPD) for an isolated ion of composition C5H14N4 and charge +2.

Structure (XYZ):
```
23
Properties=species:S:1:pos:R:3:forces:R:3:mulliken_charge:R:1
C -0.847 -0.023 1.082 1.22 0.73 0.05 0.249
C 0.778 0.545 -0.714 -1.30 3.06 1.95 -0.718
C -0.849 -2.397 0.785 2.35 -3.72 -0.47 -0.234
C 0.649 0.197 0.818 -1.95 -0.56 -0.35 -0.400
C 0.424 -0.571 -2.767 1.57 -1.94 -2.15 -0.863
N 0.487 -0.566 -1.413 -1.36 -2.86 1.81 -0.147
N -1.409 -1.274 0.830 -0.13 5.09 0.92 0.075
N -1.581 1.117 1.310 0.43 -2.97 -1.03 -0.351
N 1.258 1.311 1.630 0.49 2.37 0.06 -0.328
H 0.019 1.470 -0.781 1.25 -1.55 -0.60 0.424
H 1.747 0.938 -0.962 1.00 0.46 -0.06 0.520
H -1.343 -3.342 0.466 0.18 1.11 0.41 0.318
H 0.227 -2.380 0.993 -0.61 -0.61 -0.13 0.261
H 1.119 -0.750 1.009 0.85 0.06 0.31 0.336
H 0.524 0.434 -3.080 -0.48 0.90 -1.62 0.373
H 1.379 -1.152 -3.158 -1.36 0.95 0.54 0.314
H -0.384 -1.254 -3.173 0.61 1.17 0.36 0.322
H -2.360 -1.147 0.651 -2.22 -0.53 -0.38 0.223
H -1.181 1.959 1.586 0.89 1.43 0.29 0.155
H -2.530 1.062 1.532 -1.77 -0.13 0.34 0.199
H 0.771 1.814 2.515 1.35 -1.99 -2.18 0.389
H 1.417 2.101 0.914 -0.26 -0.95 1.35 0.468
H 2.231 0.994 1.836 -0.73 0.51 0.57 0.413
```
Positions in Å, forces in eV/Å.

Calculated values
Charge: +2
Orbital gap (spin up / spin down): 7.83 / 7.86 eV
Spin multiplicity: 1
HOMO (spin up / spin down): -16.334 / -15.680 eV



For each record above, in turn, the calculated ΔE to the lowest compared entry with this formula, charge and spin values are 1.076 5.443 eV.
For each record above, in turn, the calculated F_max values are 2.0 5.2 eV/A.